# 1
{"formula": "C39H45CoN5O2Se", "method": "ωB97M-V with the def2-TZVPD basis set", "lumo_energy_ev": [-0.21, -0.22], "spin_multiplicity": 2, "orbital_gap_ev": [7.4, 7.4], "max_force_ev_per_a": 0.7, "total_charge": 0, "s_squared": 0.8981, "homo_energy_ev": [-7.624, -7.607], "e_tot_ev": -155695.3913, "elements": ["C", "H", "H", "H", "H", "C", "H", "C", "C", "C", "C", "C", "H", "H", "C", "H", "C", "C", "C", "H", "H", "C", "H", "Se", "C", "C", "O", "C", "H", "H", "C", "C", "N", "H", "C", "C", "C", "H", "H", "C", "C", "C", "C", "H", "H", "C", "H", "H", "C", "N", "H", "H", "C", "N", "C", "H", "C", "C", "H", "H", "H", "H", "C", "H", "N", "H", "H", "H", "H", "H", "O", "C", "H", "C", "H", "N", "H", "C", "C", "Co", "H", "C", "H", "H", "C", "C", "H", "H", "C", "H", "H", "H", "H"], "xyz": [[-0.54, 2.09, 0.91], [-4.49, -2.19, 2.62], [3.24, -1.09, 2.60], [-2.63, 7.09, -2.19], [5.75, 0.90, -0.38], [5.31, -0.07, -0.59], [-0.37, -4.25, -2.79], [4.23, 0.06, -1.68], [-3.47, 4.49, -0.17], [1.00, 3.24, -1.06], [3.77, -3.65, -2.24], [0.72, 1.89, -1.06], [-1.81, 5.26, -3.65], [-3.67, 6.61, -0.02], [-0.13, -1.32, 3.41], [-3.57, 0.30, 1.18], [-1.21, 1.21, 1.96], [4.29, -2.37, -2.21], [0.22, -3.09, -1.09], [-0.35, 2.78, -3.95], [-5.23, -0.25, 1.43], [-2.73, 6.06, -1.87], [-4.43, -2.30, 0.11], [-2.04, -0.27, -2.13], [-2.39, 1.53, -1.93], [1.20, -0.62, 3.15], [1.80, 1.09, -3.04], [-2.49, -2.67, 3.96], [-1.41, -3.61, 5.55], [2.05, -2.20, 1.91], [0.12, -4.22, -0.07], [-1.35, 2.37, -4.04], [-1.15, -0.09, 1.61], [3.52, 0.80, -1.31], [2.30, -1.61, 2.80], [1.59, 0.27, 4.33], [-1.37, -2.91, 4.73], [-1.29, 1.30, -4.26], [-3.31, 1.56, -0.07], [1.64, -2.77, -1.52], [-2.47, -1.76, 2.90], [-3.01, 3.48, -0.99], [-1.28, -1.06, 2.65], [-0.64, 4.00, 1.84], [1.07, 0.03, 2.28], [0.49, 4.01, -0.02], [0.69, -2.43, 5.05], [5.34, -2.22, -2.43], [-3.54, -2.38, 0.73], [1.30, -0.37, -1.27], [-4.26, 0.33, 2.80], [-3.41, -3.21, 4.16], [-3.32, 5.79, -0.63], [-2.06, 2.53, -2.78], [-4.23, -0.23, 1.86], [-3.92, 4.28, 0.79], [1.34, 0.80, -1.94], [2.46, -3.84, -1.86], [2.06, -4.85, -1.83], [4.39, -4.49, -2.52], [2.48, -2.31, 3.62], [4.89, -0.46, 0.34], [4.84, 0.57, -2.98], [-2.71, -1.94, 0.16], [-2.98, 2.11, -0.86], [-1.73, -3.45, -1.97], [0.79, -4.06, 0.78], [1.79, -0.33, 5.22], [4.06, 0.73, -3.73], [0.71, 5.07, 0.01], [-1.66, 1.72, 2.98], [3.52, -1.27, -1.86], [-0.63, -2.51, -3.00], [-0.19, -2.24, 4.45], [0.80, 0.98, 4.57], [-0.06, 1.39, -0.11], [0.38, -5.18, -0.53], [-0.27, 3.44, 0.99], [-2.42, 3.75, -2.23], [-0.26, -0.44, -0.11], [2.50, 0.83, 4.10], [-0.69, -3.33, -2.28], [-1.90, 2.88, -4.83], [-0.18, -2.21, -0.54], [-2.27, 5.05, -2.69], [2.14, -1.46, -1.60], [-0.90, -4.30, 0.31], [-3.33, -3.43, 0.89], [-3.72, -1.65, 2.06], [6.11, -0.74, -0.90], [1.64, 3.65, -1.84], [5.57, -0.14, -3.37], [5.36, 1.52, -2.81]], "lowdin_charge": [-0.16, 0.13, 0.07, 0.10, 0.08, -0.06, 0.09, -0.38, 0.00, 0.02, -0.07, -0.16, 0.11, 0.11, -0.13, 0.03, -0.49, -0.04, -0.38, 0.10, 0.08, -0.08, 0.08, 0.84, -0.68, -0.37, 0.06, -0.04, 0.10, 0.07, -0.05, -0.01, 0.02, 0.11, -0.05, -0.05, -0.07, 0.05, 0.12, -0.14, -0.13, -0.18, -0.14, 0.13, 0.11, -0.02, 0.11, 0.11, -0.07, 0.04, 0.09, 0.11, -0.08, -0.06, -0.05, 0.12, -0.49, -0.04, 0.11, 0.10, 0.08, 0.07, -0.06, 0.01, 0.14, 0.08, 0.08, 0.08, 0.07, 0.11, 0.06, -0.12, 0.04, -0.04, 0.08, 0.03, 0.08, 0.02, -0.16, 0.46, 0.08, -0.08, 0.10, 0.06, 0.00, -0.13, 0.08, 0.08, -0.36, 0.07, 0.12, 0.07, 0.08]}

# 2
{"formula": "C28H41CoF5N5S", "method": "ωB97M-V with the def2-TZVPD basis set", "lumo_energy_ev": [2.38, 2.38], "spin_multiplicity": 4, "orbital_gap_ev": [4.1, 5.3], "max_force_ev_per_a": 0.5, "total_charge": -1, "s_squared": 3.7803, "homo_energy_ev": [-1.677, -2.934], "e_tot_ev": -99200.5819, "elements": ["H", "H", "H", "F", "H", "C", "H", "H", "H", "C", "H", "C", "H", "H", "F", "S", "H", "H", "H", "H", "C", "H", "C", "H", "N", "C", "H", "C", "F", "C", "H", "H", "C", "N", "C", "H", "C", "H", "N", "N", "H", "H", "H", "H", "H", "C", "C", "H", "C", "H", "H", "H", "F", "C", "H", "C", "C", "C", "C", "H", "H", "H", "N", "C", "C", "C", "H", "C", "F", "C", "C", "C", "Co", "H", "H", "H", "H", "C", "H", "C", "H"], "xyz": [[-1.02, -0.20, -3.81], [-2.83, 2.65, 3.35], [-0.78, -3.16, 3.64], [6.21, 1.85, 1.47], [-0.62, 5.51, -1.61], [-2.07, 3.03, 2.67], [-4.32, -1.48, 1.11], [-0.53, -5.03, 2.24], [-1.10, 2.98, 3.16], [2.54, 1.69, -2.59], [-2.12, -2.30, -2.92], [5.17, 0.97, 1.31], [1.01, -3.00, 0.11], [-4.12, -0.53, -1.52], [3.86, 2.36, 2.65], [1.23, 0.82, 2.22], [-1.62, -4.21, -0.29], [3.57, 3.87, -1.37], [1.69, -1.73, -2.15], [-3.89, 3.12, 0.62], [1.10, 2.68, -0.77], [-4.12, 1.56, 1.42], [-0.67, -4.19, 0.26], [-3.89, -2.26, -1.41], [0.38, 0.85, 0.76], [0.64, -1.91, -2.42], [4.55, 2.47, -0.91], [-0.98, -4.15, 1.77], [6.22, -0.16, -0.53], [3.98, 1.22, 1.92], [-2.94, -2.13, 3.07], [-2.29, 4.08, 2.47], [3.59, 2.97, -0.75], [-1.08, -1.67, 2.16], [2.89, 0.33, 1.87], [-3.43, 1.65, -0.22], [-0.52, -2.95, 2.59], [0.60, -2.04, -3.51], [-2.64, -1.18, -0.17], [0.08, -3.07, -0.31], [-3.13, -1.02, -3.53], [-1.58, 0.66, -2.38], [2.54, 2.59, -3.21], [0.87, -4.01, -2.06], [-0.80, -3.48, -2.12], [-3.35, -1.31, -1.43], [0.78, 3.90, -1.38], [-2.06, -4.28, 1.91], [-3.28, -1.81, 0.97], [-2.24, 4.51, -0.02], [3.48, 1.15, -2.78], [2.52, 1.13, -0.51], [4.57, -2.40, 0.05], [-3.45, 2.13, 0.76], [1.72, 1.06, -2.95], [-2.04, 2.22, 1.37], [-1.31, 4.00, -0.24], [0.18, -3.20, -1.75], [-0.41, 4.56, -1.13], [-3.32, -2.89, 0.79], [-0.18, -5.14, 0.02], [3.55, 3.28, 0.30], [-0.11, -0.74, -1.98], [3.19, -0.90, 1.25], [4.36, -1.16, 0.60], [5.40, -0.23, 0.60], [1.49, 4.33, -2.07], [0.18, 2.10, 0.14], [2.33, -1.97, 1.44], [-2.47, -1.29, -2.69], [-1.03, 2.79, 0.39], [2.43, 2.04, -1.11], [-0.39, -0.90, 0.17], [-2.48, -0.20, 0.04], [-2.72, -0.47, 2.55], [-1.68, 1.22, 1.60], [-0.57, -0.92, 2.63], [-1.28, -0.33, -2.75], [0.56, -2.85, 2.54], [-2.52, -1.51, 2.27], [0.51, 0.05, -1.90]], "lowdin_charge": [0.11, 0.07, 0.11, 0.04, 0.09, -0.06, 0.12, 0.10, 0.07, -0.06, 0.09, -0.21, 0.11, 0.11, 0.03, 0.91, 0.10, 0.07, 0.12, 0.07, -0.14, 0.07, -0.20, 0.11, -0.45, -0.18, 0.08, -0.16, -0.02, -0.29, 0.12, 0.07, -0.06, -0.10, -0.43, 0.07, -0.21, 0.12, -0.09, -0.08, 0.11, 0.12, 0.07, 0.12, 0.09, -0.21, -0.06, 0.09, -0.21, 0.10, 0.08, 0.10, 0.03, -0.07, 0.06, -0.40, -0.07, -0.21, -0.10, 0.10, 0.11, 0.08, -0.11, -0.25, -0.20, -0.17, 0.10, -0.27, -0.01, -0.16, -0.16, -0.36, 0.30, 0.07, 0.11, 0.08, 0.05, -0.20, 0.10, -0.19, 0.07]}

# 3
{"formula": "C4H10N2O", "method": "ωB97M-V with the def2-TZVPD basis set", "lumo_energy_ev": 0.57, "spin_multiplicity": 1, "orbital_gap_ev": 8.7, "max_force_ev_per_a": 5.6, "total_charge": 0, "homo_energy_ev": -8.174, "e_tot_ev": -9333.6984, "elements": ["H", "H", "H", "H", "H", "N", "H", "H", "C", "H", "N", "O", "C", "H", "C", "C", "H"], "xyz": [[2.23, 0.57, -0.95], [0.93, 0.89, -2.55], [1.27, -2.14, 0.34], [-0.42, 1.05, 1.96], [-0.61, -2.15, 0.66], [-2.21, 0.06, -0.65], [0.59, -1.74, 2.10], [1.25, 2.19, -1.23], [0.42, -1.68, 0.97], [1.38, 0.20, 1.05], [-1.05, 0.47, -1.29], [-0.76, 0.17, 1.59], [0.16, 0.33, -0.70], [-2.97, 0.94, -0.86], [0.46, -0.14, 0.64], [1.18, 1.01, -1.50], [-1.85, -0.04, 0.40]], "nbo_charge": [0.19, 0.25, 0.21, 0.48, 0.23, -0.66, 0.23, 0.21, -0.61, 0.20, -0.22, -0.75, 0.06, 0.36, 0.03, -0.61, 0.40]}

Taking the records one at a time from the top gives relative energy (zero: lowest compared OMol25 entry of this formula, charge and spin) values of 4.4; 121.5; 510.3 kJ/mol.